# C4H12N3

The ion C4H12N3 with charge +1 in a non-equilibrium geometry (ωB97M-V/def2-TZVPD, the Open Molecules 2025 dataset).

* frontier orbital gap: 11.10 eV
* energy above the lowest of the compared OMol25 structures with the same formula, charge and spin: 40.3 kcal/mol
* LUMO level: -3.41 eV
* total charge: +1
* F_max: 4.7 eV/A

Structure (XYZ):
```
19
C4H12N3 ωB97M-V/def2-TZVPD
C 1.783 -0.066 -1.547
C 0.695 1.169 -1.485
C 0.162 1.524 -0.032
N -0.923 0.636 0.277
C -0.675 -0.562 0.788
N 0.214 -0.866 1.778
N -1.504 -1.632 0.419
H 2.577 0.296 -0.944
H 2.107 -0.124 -2.532
H 1.378 -0.965 -1.224
H 1.031 2.112 -1.845
H -0.050 0.789 -2.214
H 0.740 1.721 0.872
H -0.290 2.488 -0.166
H -1.921 0.755 -0.167
H 0.631 -1.852 1.608
H 0.684 -0.178 2.344
H -1.513 -2.027 -0.559
H -1.679 -2.374 1.172
```


# C4H12N3

A cluster of 2 separate species, C4H12N3 in total in a non-equilibrium geometry (ωB97M-V/def2-TZVPD, the Open Molecules 2025 dataset).

* frontier orbital gap (alpha / beta): 8.31 / 8.31 eV
* energy above the lowest of the compared OMol25 structures with the same formula, charge and spin: 148.5 kcal/mol
* LUMO level (alpha / beta): -4.70 / -4.70 eV
* total charge: +1
* F_max: 4.3 eV/A

Structure (XYZ):
```
19
C4H12N3 ωB97M-V/def2-TZVPD
C -2.005 0.511 -0.216
C 0.170 2.015 0.538
C 0.743 -1.458 0.945
C 1.479 -0.191 -0.983
N -2.431 -0.715 -0.361
N -0.213 0.616 0.650
N 0.623 -0.279 0.153
H -2.729 1.214 0.123
H -0.785 2.546 0.775
H 0.847 2.126 1.482
H 0.529 2.066 -0.591
H -0.094 -1.579 1.522
H 0.794 -2.332 0.190
H 1.545 -1.347 1.583
H 1.749 -1.103 -1.342
H 1.209 0.358 -1.939
H 2.432 0.185 -0.642
H -3.446 -0.912 -0.302
H -1.735 -1.353 -0.594
```